Entry 1:
The following is a quantum chemistry calculation of 12 unconnected molecules or ions with the total composition C19H66N10O12, from the Open Molecules 2025 dataset.

Each line ends with the Mulliken spin population.
Positions of all 107 atoms, in Å:
C  2.44  0.70  -5.87  0.057
O  3.10  0.18  -6.76  -0.022
N  2.90  1.56  -4.99  -0.001
N  1.25  0.34  -5.53  0.073
H  2.32  1.75  -4.18  0.002
H  3.85  1.89  -5.01  0.005
H  0.73  -0.38  -6.00  -0.034
H  0.76  0.78  -4.76  -0.036
C  -1.95  -3.38  3.61  0.237
O  -2.36  -2.69  4.53  -0.075
N  -0.97  -3.17  2.77  -0.538
N  -2.57  -4.43  3.19  0.169
H  -0.41  -2.36  2.97  0.114
H  -1.02  -3.79  1.97  0.092
H  -2.24  -5.01  2.43  -0.143
H  -3.49  -4.56  3.58  0.014
C  3.95  -1.04  -1.73  1.537
O  4.40  0.05  -1.71  -0.417
N  4.60  -2.09  -1.37  0.062
N  2.70  -1.30  -1.96  -0.351
H  5.46  -1.90  -0.88  -0.085
H  4.23  -3.02  -1.26  -0.227
H  2.36  -2.26  -1.93  -0.142
H  2.09  -0.62  -2.38  -0.010
C  0.92  5.40  2.11  0.000
C  0.49  3.99  2.50  -0.022
C  1.71  3.12  3.13  -0.016
O  2.79  2.91  2.17  -0.013
C  3.74  1.95  2.55  0.027
N  -0.54  4.25  3.37  0.004
H  0.19  5.78  1.40  -0.001
H  1.83  5.42  1.51  0.002
H  1.17  6.02  2.96  0.000
H  -0.01  3.44  1.70  0.018
H  1.25  2.21  3.50  0.008
H  2.10  3.70  3.97  -0.001
H  4.19  2.16  3.51  0.009
H  4.55  1.99  1.82  -0.009
H  3.26  0.98  2.46  -0.011
H  -0.21  4.80  4.15  0.000
H  -0.74  3.34  3.77  -0.001
C  -4.39  -1.46  -2.98  -0.019
C  -4.19  -2.54  -2.03  -0.197
C  -5.28  -2.89  -1.02  0.039
O  -5.73  -1.73  -0.38  -0.023
C  -6.81  -1.96  0.52  0.024
N  -4.12  -3.75  -2.83  0.050
H  -4.62  -0.58  -2.37  -0.025
H  -5.18  -1.71  -3.69  -0.005
H  -3.43  -1.34  -3.48  0.089
H  -3.25  -2.37  -1.50  0.270
H  -5.04  -3.59  -0.23  0.000
H  -6.15  -3.30  -1.53  -0.010
H  -6.81  -1.39  1.45  0.000
H  -6.88  -2.98  0.90  -0.005
H  -7.75  -1.73  0.02  -0.001
H  -3.60  -3.44  -3.63  -0.065
H  -5.06  -4.07  -3.00  -0.024
C  -0.19  1.94  -0.68  0.039
C  0.26  0.95  -1.72  -1.053
C  -0.87  0.03  -2.37  -0.048
O  -1.65  -0.59  -1.32  -1.032
C  -0.97  -1.55  -0.55  1.298
N  0.99  1.67  -2.75  0.136
H  -0.46  1.36  0.20  0.025
H  -1.08  2.48  -0.99  -0.013
H  0.48  2.78  -0.47  0.027
H  0.90  0.23  -1.20  0.156
H  -0.31  -0.74  -2.90  0.078
H  -1.48  0.59  -3.08  0.016
H  -0.29  -2.16  -1.14  0.787
H  -1.58  -2.04  0.21  -0.250
H  -0.39  -1.03  0.21  0.204
H  1.57  2.33  -2.25  -0.022
H  0.25  2.26  -3.12  0.000
C  1.76  -2.73  5.60  0.018
C  2.63  -1.47  5.27  -0.010
C  3.20  -1.70  3.88  0.104
O  2.03  -1.80  3.08  -0.423
C  2.08  -1.80  1.62  0.286
N  1.83  -0.22  5.49  0.007
H  1.41  -2.64  6.62  -0.008
H  2.23  -3.70  5.45  -0.002
H  0.85  -2.74  5.00  0.012
H  3.54  -1.39  5.87  -0.002
H  3.73  -2.65  3.76  0.065
H  3.91  -0.91  3.64  0.000
H  1.09  -2.15  1.32  0.322
H  2.75  -2.57  1.25  -0.365
H  2.33  -0.80  1.27  0.171
H  2.48  0.54  5.34  0.003
H  1.29  -0.22  4.64  0.009
O  3.40  2.51  -1.04  -0.011
H  3.79  1.70  -1.37  0.046
H  3.30  2.36  -0.10  -0.018
O  -0.96  3.66  -3.99  0.004
H  -1.13  4.30  -4.69  -0.001
H  -1.82  3.27  -3.81  0.002
O  -3.63  2.12  -3.52  -0.024
H  -4.36  1.65  -3.11  0.009
H  -3.43  1.62  -4.31  -0.002
O  -3.83  0.12  0.33  0.035
H  -4.49  -0.48  -0.04  0.008
H  -3.05  -0.04  -0.20  0.043
O  3.87  4.31  -2.93  0.000
H  3.79  3.78  -3.72  -0.001
H  3.69  3.69  -2.21  0.002

Results
Kohn-Sham gap (alpha / beta)	0.0749 / 0.3343	hartree
2S+1	2
⟨S²⟩	0.7505
total charge	-1
lowest unoccupied orbital energy (alpha / beta)	2.0 / 1.9	eV

---

Entry 2:
The following is a quantum chemistry calculation of 14 unconnected molecules or ions with the total composition C19H66N4O14, from the Open Molecules 2025 dataset.

Each line ends with the Mulliken charge.
Positions of all 103 atoms, in Å:
C  -0.92  -1.29  5.20  -1.045
C  -0.48  -2.11  4.02  0.786
O  0.85  -2.45  4.08  -0.631
H  -2.04  -1.18  5.02  0.195
H  -0.36  -0.33  5.27  0.234
H  -0.77  -1.89  6.07  0.382
H  -0.66  -1.56  3.16  -0.807
H  -1.15  -3.00  3.84  0.492
H  1.38  -1.70  3.87  0.386
C  1.49  0.57  -3.91  -0.502
C  1.77  1.01  -5.33  -0.707
O  1.69  2.44  -5.30  -0.591
H  2.02  1.11  -3.12  0.583
H  2.01  -0.34  -3.73  0.464
H  0.45  0.37  -3.62  -0.150
H  1.08  0.61  -6.15  0.251
H  2.78  0.71  -5.70  0.348
H  2.45  2.88  -4.95  0.296
C  -3.68  0.50  3.11  -1.314
C  -3.06  0.13  1.73  1.369
O  -2.79  1.26  0.97  -0.603
H  -4.46  1.23  2.90  0.435
H  -3.03  1.16  3.73  0.159
H  -3.92  -0.44  3.63  0.313
H  -3.61  -0.55  1.13  0.249
H  -2.12  -0.36  1.97  -1.028
H  -1.89  1.31  0.77  0.488
C  -4.47  -3.21  -0.40  -1.258
C  -4.19  -2.10  -1.43  0.917
O  -4.31  -2.78  -2.68  -0.608
H  -5.33  -3.84  -0.70  0.372
H  -4.62  -2.84  0.61  0.280
H  -3.61  -3.84  -0.38  0.217
H  -3.21  -1.58  -1.29  -0.339
H  -4.94  -1.28  -1.35  0.283
H  -4.32  -2.11  -3.36  0.311
C  3.28  -1.02  2.31  0.042
C  3.69  -1.04  3.76  -0.753
O  2.66  -0.43  4.45  -0.486
H  2.33  -1.50  2.01  -0.089
H  4.03  -1.45  1.65  0.588
H  3.19  0.02  1.94  -0.374
H  4.63  -0.59  3.88  0.433
H  3.75  -2.10  4.16  0.337
H  2.88  -0.67  5.36  0.272
C  -0.15  0.34  -0.37  -0.551
O  -0.74  -0.44  -1.33  0.080
N  0.02  1.63  -0.44  1.062
N  0.28  -0.11  0.78  3.217
H  -0.16  2.13  -1.35  -0.249
H  0.57  2.12  0.23  -0.268
H  0.16  -1.11  0.96  -1.033
H  0.84  0.46  1.45  -1.067
C  2.36  3.84  0.67  0.437
O  2.34  4.76  -0.41  -0.724
N  3.48  3.57  1.35  -0.277
N  1.27  3.44  1.24  -0.442
H  4.38  4.05  1.08  0.280
H  3.50  2.96  2.15  0.144
H  0.32  3.70  0.85  0.325
H  1.27  2.87  2.08  0.171
C  -3.33  1.71  -2.24  -0.563
O  -3.77  0.59  -2.96  -0.608
H  -4.02  2.37  -1.79  0.457
H  -2.76  2.24  -2.96  0.242
H  -2.70  1.32  -1.45  0.115
H  -3.02  0.08  -3.23  0.312
C  3.69  0.88  -1.06  -0.203
O  4.29  -0.06  -1.94  -0.595
H  3.88  1.92  -1.39  0.331
H  3.98  0.69  -0.05  0.393
H  2.60  0.73  -1.05  -0.270
H  4.00  -0.91  -1.63  0.425
C  -1.02  -3.04  0.18  -1.005
O  -0.01  -2.83  1.16  -0.578
H  -1.26  -4.09  0.22  0.665
H  -0.74  -2.72  -0.79  0.082
H  -1.87  -2.47  0.49  0.208
H  -0.01  -3.69  1.68  0.362
C  -0.72  -2.20  -4.07  -0.539
O  -1.67  -1.30  -3.58  -0.729
H  0.00  -1.66  -4.59  0.169
H  -1.25  -2.92  -4.76  0.297
H  -0.16  -2.72  -3.27  0.076
H  -1.23  -0.89  -2.80  0.546
C  -0.13  1.88  3.58  -0.274
O  0.95  1.30  2.94  -0.335
H  -0.76  1.09  3.94  -0.416
H  -0.68  2.58  2.86  0.311
H  0.23  2.47  4.43  0.420
H  1.56  0.99  3.64  -0.017
C  -0.56  4.15  -2.72  -0.970
O  -0.03  2.87  -2.90  -0.553
H  0.18  4.72  -2.18  0.196
H  -1.50  4.11  -2.20  0.280
H  -0.66  4.57  -3.72  0.392
H  0.40  2.78  -3.73  0.205
C  2.09  -2.21  -1.11  -0.179
O  3.34  -2.61  -1.67  -0.659
H  1.40  -3.08  -1.34  0.319
H  1.77  -1.28  -1.56  0.022
H  2.23  -2.26  -0.05  -0.015
H  3.09  -3.01  -2.53  0.380

Results
Kohn-Sham gap	0.3196	hartree
lowest unoccupied orbital energy	-0.3	eV

---

It is found that the largest force on an atom values, taken in the order of the records, are 6.4, 8.9 eV Å⁻¹.